No. 1
166
Properties=species:S:1:pos:R:3:forces:R:3:mulliken_charge:R:1 method="wB97M-V/def2-TZVPD" gap_ha=0.246 homo_energy_ha=-0.2950 lumo_ev=-1.341 multiplicity=1 smiles="O=C1c2ccccc2C(=O)c2ccccc21.O=C1c2ccccc2C(=O)c2ccccc21.O=C1c2ccccc2C(=O)c2ccccc21.O=C1c2ccccc2C(=O)c2ccccc21.O=C1c2ccccc2C(=O)c2ccccc21.CC1(C)CCCC(C)(C)N1O.NC(N)=O.NC(N)=O" total_charge=0
C 1.860111 0.570342 -19.265219 0.21 2.63 2.72 -0.63
C 2.211725 0.955214 -17.924789 0.77 -1.09 0.17 -0.34
C 3.234755 0.282441 -17.190975 -1.69 0.57 -1.26 -0.66
C 3.855008 -0.760615 -17.836747 1.21 -3.09 -0.94 0.23
C 3.551211 -1.087190 -19.173913 -0.31 -1.06 -0.30 0.52
C 2.530155 -0.431667 -19.848384 0.72 -0.74 -1.06 -0.59
C 4.048455 -2.326558 -19.909584 0.63 -1.51 -1.36 0.46
O 3.858146 -2.483419 -21.137582 0.62 0.37 3.39 -0.67
C 4.759757 -3.452806 -19.044544 0.12 0.02 -0.72 0.23
C 5.195044 -4.707370 -19.564862 -0.25 0.06 1.22 -0.67
C 5.793193 -5.706947 -18.730047 -1.56 2.17 -1.47 -0.55
C 5.948328 -5.476571 -17.356628 -0.17 -0.27 -0.91 -0.49
C 5.526443 -4.271398 -16.826321 -0.09 1.63 -1.20 -0.87
C 4.988825 -3.233673 -17.687120 -0.01 -0.05 0.81 0.59
C 4.569871 -1.908849 -17.064274 -0.81 0.60 3.24 0.34
O 4.567844 -1.817657 -15.815330 0.41 -0.08 -2.74 -0.68
H 1.200038 1.206643 -19.836039 -0.50 -0.27 0.15 0.38
H 1.650004 1.668542 -17.339958 -0.14 0.39 -0.44 0.36
H 3.414157 0.474511 -16.143448 0.05 0.05 -0.03 0.45
H 2.244299 -0.727012 -20.847112 0.29 -0.18 -0.09 0.41
H 5.015612 -4.924747 -20.607429 0.02 0.02 -0.07 0.54
H 6.000541 -6.607015 -19.289764 0.42 -0.37 0.59 0.62
H 6.381630 -6.282820 -16.783390 -0.01 0.12 0.44 0.57
H 5.681050 -4.012274 -15.789331 -0.14 -0.09 0.06 0.46
C 10.844607 -11.156010 -23.300573 2.16 1.07 0.90 -0.56
C 9.759070 -11.962707 -23.269442 0.30 -1.87 -1.90 1.37
C 9.692234 -12.873947 -24.319454 -1.29 -0.09 -0.89 -0.36
C 10.571670 -12.901947 -25.442830 -0.50 -0.23 2.31 -0.27
C 11.760228 -12.213191 -25.279941 0.35 0.10 -1.18 0.34
C 11.930768 -11.364001 -24.193387 -0.90 0.01 -0.19 -0.98
C 12.817689 -12.233544 -26.423126 -1.64 0.69 2.49 0.54
O 13.855731 -11.652279 -26.183722 0.03 -0.71 -1.31 -0.70
C 12.335543 -12.847857 -27.699198 2.40 1.89 -1.17 0.64
C 13.131851 -12.565874 -28.844521 0.08 -1.04 1.29 -1.35
C 12.819750 -13.195483 -30.015615 -0.27 -0.69 -0.75 -0.43
C 11.637770 -13.944384 -30.123979 0.52 1.09 -0.10 -0.64
C 10.811355 -14.084523 -29.036254 -0.82 0.00 -2.50 -0.75
C 11.150084 -13.506940 -27.856058 -0.73 -0.91 2.81 0.59
C 10.265091 -13.686814 -26.646839 -1.66 -0.15 -0.17 0.75
O 9.219292 -14.325976 -26.676463 1.05 0.12 -0.49 -0.72
H 10.819636 -10.434592 -22.497248 0.88 0.48 -0.04 0.41
H 8.997511 -12.021694 -22.505919 0.06 0.50 0.11 -0.71
H 8.772445 -13.437480 -24.266324 0.12 -0.65 -0.76 0.71
H 12.904468 -10.898644 -24.235278 -0.14 0.65 0.72 0.63
H 14.038820 -11.994981 -28.710832 0.03 0.08 -0.03 0.46
H 13.471397 -13.197841 -30.876864 0.10 0.53 -0.07 0.42
H 11.274523 -14.193504 -31.110081 0.20 -0.58 -0.02 0.38
H 9.844789 -14.467756 -29.328284 -0.26 -0.36 1.05 0.42
C 13.100580 -16.554432 -26.326318 -1.01 -0.08 -1.52 -0.36
C 14.360908 -15.995549 -26.377356 0.04 0.24 -0.27 -0.55
C 14.764312 -15.280045 -25.299685 -0.26 1.32 2.09 -0.62
C 13.900226 -15.014383 -24.203999 0.84 -1.15 -0.08 0.52
C 12.618773 -15.657843 -24.160682 0.78 2.06 0.25 0.22
C 12.216519 -16.355768 -25.298505 0.17 -0.30 1.34 -0.79
C 11.667480 -15.317968 -23.028283 -0.12 -0.48 0.35 1.02
O 10.562551 -15.817435 -22.926356 0.39 0.02 -0.53 -0.71
C 12.123151 -14.366868 -21.957600 0.79 1.34 -0.75 0.09
C 11.180164 -13.874716 -21.033542 1.38 -0.82 -0.22 -1.00
C 11.601575 -12.936447 -20.101307 -1.45 0.99 -0.37 -0.78
C 12.850616 -12.353507 -20.183726 1.39 -0.96 0.83 -0.46
C 13.836086 -12.940744 -20.932515 -0.69 0.02 -2.48 -1.74
C 13.430133 -13.810684 -21.986240 1.11 -0.70 0.79 0.97
C 14.486992 -14.188911 -23.057384 -1.18 0.18 0.88 0.04
O 15.641383 -13.803388 -22.953383 -1.35 -0.70 -0.59 -0.63
H 12.623309 -17.033132 -27.168608 0.54 -0.29 -0.40 0.40
H 15.033968 -15.928044 -27.219283 -0.26 -0.80 -0.37 0.41
H 15.746115 -14.831719 -25.261390 0.07 0.14 -0.03 0.46
H 11.238000 -16.808855 -25.358627 -0.15 0.13 0.16 0.49
H 10.194571 -14.308298 -21.117244 -0.18 0.17 0.42 0.69
H 10.888629 -12.492969 -19.422013 -0.30 -0.18 0.20 1.12
H 13.289213 -11.561090 -19.595426 -0.94 0.28 0.77 0.66
H 14.820516 -12.503784 -20.852730 0.25 -0.37 -0.44 0.46
C 7.384165 -9.742980 -24.508544 1.04 -1.57 1.13 -0.51
C 7.458169 -9.232131 -25.733698 0.43 -0.29 -1.43 -0.55
C 7.688645 -7.900105 -25.962666 -0.52 0.84 -1.20 -0.88
C 7.943904 -7.022101 -24.924198 -0.19 -0.01 1.86 0.26
C 8.046881 -7.615926 -23.606462 0.12 -0.53 -0.83 0.35
C 7.758292 -8.987557 -23.430642 0.05 1.57 1.07 0.01
C 8.390352 -6.765692 -22.419420 -2.52 1.49 -2.43 0.06
O 8.781736 -7.109756 -21.362947 1.84 -2.19 2.67 -0.52
C 7.931900 -5.360615 -22.502812 -0.69 0.48 -0.78 0.56
C 7.641681 -4.632471 -21.362502 1.56 -0.44 -0.25 -0.55
C 7.351063 -3.297838 -21.442933 0.65 1.38 0.69 -0.24
C 7.273929 -2.548427 -22.607900 -0.16 -3.24 -0.36 -1.20
C 7.478031 -3.380009 -23.770373 -0.93 2.90 0.05 -0.31
C 7.735350 -4.722543 -23.740670 0.89 -0.85 -0.62 0.14
C 7.922958 -5.497995 -25.051433 -0.43 0.89 -3.54 0.09
O 7.910209 -4.972407 -26.219323 0.13 -1.64 4.67 -0.67
H 7.353364 -10.818830 -24.597992 -0.51 -0.26 1.38 0.43
H 7.469566 -10.055571 -26.432423 -0.45 0.82 -1.23 0.42
H 7.515973 -7.611675 -26.989016 0.49 0.76 -0.02 0.46
H 7.775869 -9.399062 -22.432269 0.18 -0.05 0.17 0.41
H 7.883705 -4.948077 -20.358397 -0.19 -0.76 -0.19 0.73
H 7.452605 -2.839336 -20.470381 -0.82 0.63 0.08 0.47
H 6.923815 -1.532689 -22.497930 0.44 0.18 -0.82 0.42
H 7.413894 -2.909485 -24.740367 -0.05 -0.05 -0.22 0.48
C 18.093751 -14.455706 -15.705868 0.93 -0.14 -1.01 -0.58
C 18.760512 -13.264928 -15.990901 0.24 0.44 0.29 -0.28
C 18.093130 -12.052418 -16.067840 -0.69 -1.47 0.82 -0.86
C 16.729709 -12.064346 -15.636836 0.72 -0.05 -0.35 0.45
C 16.073311 -13.251411 -15.311730 -0.12 -0.38 -0.57 0.57
C 16.754799 -14.472821 -15.522753 -1.64 0.60 0.66 -0.66
C 14.597571 -13.232519 -14.971815 -0.60 0.09 -0.22 0.22
O 14.023844 -14.137884 -14.388849 0.74 0.67 -0.58 -0.57
C 13.821523 -12.010859 -15.465349 0.17 1.23 -0.34 0.55
C 12.409922 -12.035096 -15.595288 0.48 -0.29 -0.64 -0.77
C 11.663931 -10.984195 -16.134691 1.70 0.47 -0.16 0.40
C 12.347780 -9.782798 -16.513708 -1.10 -2.31 1.65 -0.90
C 13.716676 -9.743073 -16.327857 0.48 0.57 -0.74 -0.77
C 14.516271 -10.819973 -15.872358 -2.12 -0.90 0.66 0.20
C 15.986563 -10.806789 -15.841059 2.00 2.14 -2.02 0.49
O 16.673527 -9.854295 -16.276617 -2.08 -1.05 1.20 -0.69
H 18.614486 -15.390159 -15.854299 0.14 -0.08 0.15 0.37
H 19.823107 -13.306212 -16.179539 0.08 0.03 -0.21 0.39
H 18.613898 -11.196591 -16.471264 -0.39 0.23 0.31 0.42
H 16.188710 -15.385625 -15.635627 -0.06 -0.14 0.63 0.39
H 11.906750 -12.979140 -15.446973 0.01 -0.10 0.42 0.44
H 10.614061 -11.133357 -16.339449 0.18 0.20 -0.04 0.15
H 11.717884 -8.945912 -16.776877 0.45 0.24 -0.46 0.57
H 14.142516 -8.821144 -16.695399 0.76 0.00 0.34 0.40
C 7.647879 -9.840490 -15.400128 1.14 -2.93 2.17 0.54
O 7.070266 -9.057219 -16.021670 -3.67 5.75 -3.60 -0.55
N 8.181853 -10.881468 -15.978472 2.42 -3.03 -1.23 -0.34
N 7.661719 -9.880099 -14.080159 0.01 0.81 3.60 -0.42
H 8.316686 -10.792829 -16.975505 0.02 -0.27 -0.23 0.18
H 9.000038 -11.280721 -15.541135 -0.37 -0.27 0.12 0.30
H 8.222256 -10.503090 -13.516439 -0.21 0.09 -0.37 0.16
H 7.196889 -9.121099 -13.602704 0.22 -0.18 -0.06 0.26
C 9.405307 -10.055443 -19.100333 1.33 -4.83 1.49 0.90
O 9.252375 -11.131786 -18.450131 0.61 1.67 -1.06 -0.77
N 10.532238 -9.701937 -19.739634 2.79 -0.78 -0.38 -0.18
N 8.520777 -9.193344 -19.390047 -3.16 3.11 -0.49 0.41
H 11.237760 -10.397822 -19.934808 -0.02 0.31 0.18 -0.29
H 10.643796 -8.763345 -20.095554 0.31 -0.41 -0.05 0.14
H 7.647259 -9.050721 -18.903519 0.23 0.03 -0.04 0.12
H 8.991548 -8.541094 -20.000821 -2.08 1.04 -0.04 -0.22
C 2.962923 -13.595817 -22.317585 0.41 -0.92 -1.31 -1.85
C 4.267794 -14.024491 -21.591849 0.73 -0.60 0.69 1.50
C 5.548341 -13.924343 -22.521537 -0.20 0.01 -0.22 -1.53
C 6.890435 -13.965698 -21.753766 -1.88 1.29 1.63 -0.09
C 6.940998 -12.845894 -20.578971 1.17 -1.82 -2.45 0.06
C 5.715374 -12.722115 -19.717743 -1.29 0.05 0.58 2.04
N 4.406905 -13.055639 -20.451908 1.52 0.60 -1.62 0.34
O 3.367129 -13.289630 -19.563825 -0.35 -0.25 0.86 -0.54
C 5.831993 -13.727944 -18.531820 -0.07 1.26 -0.39 -1.80
C 5.580688 -11.220858 -19.240212 -0.57 -0.56 0.41 -1.38
C 4.037407 -15.538316 -21.186365 -0.76 1.01 0.47 -1.82
H 2.727850 -14.226061 -23.175273 1.17 -0.21 -0.86 0.44
H 3.065114 -12.586345 -22.715866 -0.41 0.11 0.42 0.38
H 1.994468 -13.889644 -21.912801 0.19 0.98 1.52 0.43
H 5.573510 -14.765744 -23.213995 -0.39 -0.39 0.14 0.53
H 5.434701 -13.103663 -23.229823 0.16 0.64 0.37 0.17
H 7.815336 -13.945132 -22.330162 -0.28 0.13 -0.29 -0.14
H 6.855376 -14.937152 -21.260671 0.33 -0.09 0.21 0.49
H 7.265199 -11.879442 -20.964929 -0.24 0.10 -0.33 -0.99
H 7.817027 -13.237936 -20.062284 -0.16 0.47 0.89 0.24
H 6.697554 -13.489240 -17.913813 0.14 -0.11 -0.10 0.30
H 4.942357 -13.627524 -17.910072 0.08 -0.42 -0.07 0.39
H 5.926925 -14.707965 -18.999411 -0.06 -0.16 0.41 0.45
H 6.362567 -10.915096 -18.545026 -0.03 -0.49 0.35 -0.07
H 5.560466 -10.397387 -19.954067 0.25 -0.61 -1.01 0.24
H 4.601939 -11.093093 -18.777796 0.09 -0.19 0.57 0.52
H 3.833482 -16.049996 -22.126948 0.09 -0.36 0.25 0.45
H 3.151414 -15.545781 -20.551480 -0.48 0.02 -0.38 0.45
H 4.689702 -16.101634 -20.519077 0.96 0.36 -0.56 0.30
H 2.816907 -12.503285 -19.586384 -0.05 0.15 -0.14 0.37

No. 2
19
Properties=species:S:1:pos:R:3:forces:R:3:lowdin_spin:R:1 method="wB97M-V/def2-TZVPD" gap_ha="0.204 / 0.328" homo_energy_ha="-0.1700 / -0.2953" s2=0.7532 lumo_ev="0.923 / 0.903" de_lowest_ev=1.371 multiplicity=2 total_charge=0
C 0.127047 1.186581 1.395993 0.99 -0.36 -0.60 0.00
C 1.303962 0.612178 1.045126 -1.22 0.47 0.29 0.00
N 2.344302 0.359813 1.953514 0.50 1.24 1.15 0.00
N -0.970802 1.394954 0.474450 -0.83 1.79 1.33 0.00
H -0.035613 1.467425 2.432482 0.00 0.08 -0.05 0.00
H 1.493195 0.231425 0.052418 -0.15 0.17 -0.27 0.01
H 2.151127 0.886423 2.839458 0.43 -0.82 -1.02 0.00
H 3.263715 0.687019 1.604303 -0.89 -0.41 0.23 0.00
H -0.747793 2.115388 -0.240036 -0.16 -0.76 0.76 0.00
H -1.807089 1.761739 1.015013 1.44 -0.68 -1.04 0.00
C -0.842762 -2.255019 -1.040871 0.06 0.71 0.57 0.02
C -0.700969 -0.081313 -2.114086 0.56 2.50 -4.64 0.51
N -0.822888 -0.804007 -1.055280 -0.34 -1.78 4.88 0.32
H -1.857764 -2.596826 -0.768782 0.40 -0.23 -0.21 0.01
H -0.116294 -2.611606 -0.279973 -0.42 -0.09 -0.50 0.01
H -0.565164 -2.612679 -2.038110 -0.08 -0.11 0.27 0.00
H -0.467996 -0.533601 -3.104155 -0.25 0.47 0.95 0.06
H -0.827001 1.003987 -2.012471 0.10 -0.70 -0.35 0.06
H -0.921212 -0.211881 -0.158995 -0.12 -1.51 -1.76 0.00

The E_tot results, record by record, are as follows: -119147.967 -8809.681 eV.